Below is C20H43BN6O4SbTl as an isolated structure, with properties calculated with ωB97M-V with the def2-TZVPD basis set.

Output
Highest occupied orbital energy in eV: -12.36
Electronic energy in hartree: -1854.28106
Strongest force on any atom in eV Å⁻¹: 5.69
HOMO-LUMO gap in eV: 7.475

Geometry as ORCA input:
```
! wB97M-V def2-TZVPD RIJCOSX def2/J DEFGRID3
* xyz 2 1
Tl 7.08 13.39 11.32
N 5.04 14.58 11.49
C 4.35 14.80 12.85
C 4.49 13.50 13.64
N 5.92 13.13 13.74
C 6.76 13.80 14.76
C 7.76 14.82 14.21
N 8.61 14.17 13.25
H 5.20 15.52 11.19
H 4.38 14.27 10.77
H 3.36 15.32 12.76
H 4.92 15.64 13.29
H 3.98 12.75 13.06
H 4.09 13.58 14.70
H 5.95 12.15 13.93
H 7.39 13.09 15.31
H 6.10 14.30 15.49
H 8.25 15.26 15.09
H 7.21 15.61 13.75
H 9.36 13.64 13.75
H 9.10 14.94 12.89
O 8.26 11.02 13.22
B 7.76 11.18 11.96
O 7.99 10.11 11.14
C 8.65 9.14 11.98
C 9.08 7.87 11.67
C 9.78 7.18 12.68
C 10.05 7.80 13.87
C 9.58 9.08 14.13
C 8.82 9.77 13.21
H 9.04 7.31 10.73
H 10.10 6.17 12.44
H 10.77 7.30 14.58
H 9.77 9.55 15.05
C 10.60 14.62 7.57
C 10.02 15.08 8.91
Sb 7.85 14.89 9.11
C 7.14 16.79 8.44
C 7.82 17.38 7.30
C 7.16 13.59 7.42
C 6.95 14.39 6.13
H 11.50 15.26 7.33
H 9.95 14.83 6.72
H 10.92 13.59 7.53
H 10.26 16.10 9.10
H 10.64 14.47 9.58
H 7.19 17.36 9.38
H 6.05 16.65 8.37
H 8.94 17.29 7.42
H 7.66 18.54 7.49
H 7.54 17.27 6.31
H 6.19 13.28 7.80
H 7.76 12.73 7.41
H 7.86 14.52 5.46
H 6.33 15.26 6.39
H 6.33 13.77 5.42
N 15.75 11.58 10.29
C 15.00 11.10 9.13
C 13.51 11.23 9.44
N 13.14 12.44 10.05
C 13.97 12.86 11.19
C 15.39 12.97 10.76
H 16.77 11.63 10.03
H 15.70 10.94 11.06
H 15.39 10.07 9.01
H 15.30 11.71 8.32
H 13.16 10.40 9.99
H 12.96 11.07 8.53
H 13.19 13.19 9.31
H 13.88 12.11 11.91
H 13.53 13.79 11.65
H 16.05 13.19 11.51
H 15.62 13.70 10.00
O 6.83 16.60 11.33
N 7.99 16.74 11.73
O 8.88 16.35 10.94
*
```